# C18H42Cl2F3N2O14P2V

C18H42Cl2F3N2O14P2V as an isolated structure in a non-equilibrium geometry (wB97M-V/def2-TZVPD, OMol25).

Last column: Löwdin charge in e.
CARTESIAN COORDINATES (ANGSTROEM)
O -21.35 21.98 4.00  -0.33
V -20.54 22.18 2.65  0.88
O -21.66 22.53 1.56  -0.33
C -20.59 18.86 2.23  -0.45
O -20.52 18.55 3.62  -0.11
O -20.48 20.15 2.01  -0.17
C -19.53 17.93 1.61  -0.55
F -19.44 16.77 2.29  0.14
F -19.85 17.65 0.34  0.14
F -18.27 18.42 1.64  0.12
C -21.66 18.93 4.37  -0.27
C -21.20 19.21 5.79  -0.06
H -22.04 19.39 6.47  0.08
H -20.73 18.31 6.21  0.08
H -20.58 20.10 5.79  0.05
H -22.31 18.04 4.35  0.13
H -22.25 19.78 4.01  0.07
H -21.53 18.39 1.87  0.16
C -21.06 23.23 7.22  0.01
C -19.84 24.12 7.19  -0.55
O -19.21 24.42 8.19  0.04
N -19.48 24.48 5.91  -0.01
C -18.40 25.38 5.63  -0.07
H -21.83 23.47 6.48  0.08
H -21.44 23.03 8.21  0.08
H -20.72 22.28 6.79  0.07
H -19.76 23.82 5.20  0.08
H -17.85 25.61 6.55  0.09
H -18.68 26.26 5.06  0.06
H -17.59 24.84 5.10  0.08
C -17.57 19.98 4.27  0.04
C -17.97 21.38 4.67  -0.49
O -18.75 21.99 3.95  -0.05
N -17.46 21.90 5.78  0.05
C -16.81 21.22 6.88  -0.06
H -17.20 20.16 3.25  0.09
H -18.39 19.27 4.21  0.08
H -16.71 19.60 4.81  0.08
H -17.71 22.87 5.95  0.11
H -17.33 20.30 7.14  0.09
H -16.80 21.84 7.77  0.09
H -15.78 20.96 6.65  0.08
C -22.07 26.36 4.44  -0.08
O -21.20 26.77 3.40  -0.21
P -20.73 25.65 2.39  0.37
O -20.32 24.41 3.07  -0.24
O -19.67 26.37 1.50  -0.17
C -18.74 27.32 2.01  -0.07
O -21.95 25.45 1.44  -0.19
C -22.57 26.60 0.84  -0.05
H -22.50 25.38 4.23  0.09
H -22.92 27.04 4.51  0.10
H -21.62 26.27 5.42  0.09
H -17.73 26.97 1.82  0.08
H -18.84 27.53 3.07  0.08
H -18.84 28.32 1.57  0.10
H -22.21 26.72 -0.18  0.09
H -22.37 27.52 1.39  0.09
H -23.64 26.40 0.89  0.10
C -17.39 20.65 -0.22  -0.10
O -16.94 21.99 -0.19  -0.16
P -17.97 23.11 0.19  0.35
O -18.88 22.82 1.30  -0.24
O -17.06 24.35 0.45  -0.18
C -16.31 24.49 1.64  -0.09
O -18.63 23.51 -1.18  -0.18
C -19.90 22.84 -1.48  -0.04
H -16.68 19.98 0.27  0.09
H -17.54 20.20 -1.20  0.10
H -18.32 20.51 0.34  0.06
H -15.70 23.60 1.82  0.10
H -16.93 24.74 2.51  0.08
H -15.61 25.32 1.56  0.09
H -19.81 22.60 -2.53  0.09
H -20.71 23.51 -1.22  0.09
H -20.04 21.91 -0.93  0.08
Cl -25.04 20.48 0.30  0.53
C -24.26 20.04 1.85  -0.67
C -24.86 20.68 3.06  -0.65
Cl -26.54 20.16 3.33  0.53
H -23.23 20.38 1.79  0.04
H -24.20 18.95 1.83  0.07
H -24.82 21.77 3.04  0.08
H -24.27 20.35 3.91  0.06

Results
- gap between HOMO and LUMO (eV) = 7.219
- total charge = 0
- energy above the lowest of the compared OMol25 structures with the same formula, charge and spin (kJ/mol) = 0.0
- HOMO level (eV) = -8.92